[1]
Computed, not measured: a cluster of 10 separate species, C18H49ClN2O9 in total at a distorted geometry, with ωB97M-V with the def2-TZVPD basis set.

Element x y z (Å)
C 3.7015 0.1943 -1.1029
C 2.2167 0.6958 -1.1480
C 2.0277 2.2379 -0.9496
C 2.1302 2.6128 0.5513
N 2.1089 3.0857 1.5744
C 0.5930 2.6780 -1.4566
C 0.5917 2.5573 -2.9572
N 0.4794 2.3293 -4.0475
C -0.5881 1.9413 -0.7239
C -1.6048 1.2050 -1.6453
C -1.1634 -0.2602 -2.0257
Cl -1.2543 -0.5308 -3.8103
H 3.7007 -0.8586 -1.4524
H 4.0387 0.2357 -0.0506
H 4.3620 0.7694 -1.7811
H 1.6529 0.1070 -0.3930
H 1.8061 0.3758 -2.1309
H 2.7867 2.8023 -1.5238
H 0.5276 3.7552 -1.1949
H -0.1788 1.2221 0.0128
H -1.1495 2.6967 -0.1446
H -1.9259 1.7838 -2.5294
H -2.5246 1.0651 -1.0343
H -1.8563 -0.9707 -1.5364
H -0.1526 -0.5042 -1.6648
C 4.7038 0.9978 3.1831
O 3.9335 0.0056 2.5281
H 5.5878 0.5301 3.6125
H 5.0072 1.7651 2.4661
H 4.1028 1.4465 3.9778
H 3.1604 0.4495 2.1606
C -1.7651 2.2065 3.4429
O -2.1108 2.1076 2.0585
H -0.9683 2.9408 3.5475
H -2.6302 2.5284 4.0202
H -1.4155 1.2403 3.8075
H -2.8148 1.4552 1.9865
C -2.2447 1.9651 7.4626
O -2.1520 1.3974 6.1569
H -3.1647 2.5444 7.5255
H -2.2665 1.1685 8.2119
H -1.3911 2.6197 7.6421
H -1.3320 0.8898 6.1254
C -2.4197 -2.4139 -7.1968
O -1.1558 -1.8375 -6.8917
H -2.4504 -2.6363 -8.2628
H -2.5548 -3.3380 -6.6307
H -3.2175 -1.7111 -6.9512
H -1.1498 -1.6487 -5.9463
C -5.9395 -3.9870 -6.2086
O -5.2589 -2.8143 -5.7775
H -5.6971 -4.7974 -5.5243
H -7.0197 -3.8198 -6.1997
H -5.6169 -4.2594 -7.2172
H -5.4856 -2.1105 -6.3941
C 1.4838 -2.0204 -9.1488
O 2.8904 -1.8991 -9.3502
H 1.1011 -2.7811 -9.8266
H 1.2770 -2.3176 -8.1194
H 0.9944 -1.0675 -9.3631
H 3.2083 -1.2231 -8.7436
C 0.8441 3.3276 9.9010
O 0.5326 3.2853 8.5123
H -0.0136 2.9568 10.4585
H 1.7104 2.6953 10.1105
H 1.0553 4.3551 10.2069
H 1.3016 3.6164 8.0364
C 3.5565 -3.4646 0.4588
O 2.5542 -3.3893 -0.5515
H 3.5497 -2.5373 1.0291
H 3.3439 -4.3025 1.1277
H 4.5374 -3.5968 -0.0049
H 2.5820 -4.2185 -1.0399
C -2.2024 -1.8787 4.8479
O -0.8649 -1.3970 4.7532
H -2.8545 -1.0458 5.1041
H -2.5123 -2.3007 3.8881
H -2.2661 -2.6413 5.6282
H -0.3081 -2.1494 4.5281

## Properties
Total charge: 0
Frontier orbital gap, eV: 10.059
LUMO level, eV: 0.30
HOMO energy, eV: -9.76

***

[2]
Computed, not measured: a structure of composition C18H49Mn2NO22S6 at a distorted geometry, with ωB97M-V with the def2-TZVPD basis set.

Element x y z (Å)
Mn 1.9885 2.2328 -1.0180
Mn -0.7813 3.4946 -0.6972
N -0.3024 0.1237 -0.2519
O -0.7387 -0.9125 0.1933
O -0.9879 1.1933 -0.2400
O 0.9277 0.2452 -0.5692
O 0.8857 3.2668 0.3827
H 1.4847 3.1560 1.1247
O -5.3197 0.0077 1.0673
S -5.0151 -0.6924 2.3022
O -5.8992 -0.7998 3.4321
O -4.6777 -2.2186 1.8419
C -3.9619 -2.4145 0.6266
C -4.8262 -2.9304 -0.5237
C -3.3322 -0.2624 2.9337
H -3.0451 -2.9954 0.7210
H -3.5939 -1.4276 0.3249
H -5.6173 -3.5723 -0.1364
H -4.2134 -3.4226 -1.2782
H -5.3629 -2.1459 -1.0634
H -2.7142 -0.8411 2.2585
H -3.3319 -0.6744 3.9389
H -3.2563 0.8196 2.9796
O 1.1490 -2.1437 5.1448
S 0.5271 -1.6499 3.9391
O -0.9045 -1.8043 3.8119
O 0.8751 -0.0817 3.6667
C 1.9578 0.4617 4.5365
C 1.4578 0.7220 5.9408
C 1.3137 -2.3927 2.5188
H 2.1928 1.4176 4.0714
H 2.7534 -0.2656 4.3972
H 0.8587 1.6360 5.9841
H 2.3108 1.0525 6.5442
H 0.9634 -0.0898 6.4612
H 0.9730 -1.8999 1.6096
H 1.1248 -3.4625 2.5165
H 2.3870 -2.1964 2.5425
O 6.8749 -1.9633 -2.5909
S 6.2574 -2.5810 -1.4625
O 6.4742 -2.0711 -0.1231
O 4.6415 -2.7299 -1.8107
C 3.8328 -3.0712 -0.6761
C 2.3745 -3.0821 -1.1999
C 6.6389 -4.3833 -1.4915
H 3.8543 -2.2428 0.0293
H 4.0413 -4.0698 -0.3037
H 1.7835 -3.4361 -0.3485
H 2.2866 -3.6009 -2.1516
H 1.8216 -2.1495 -1.3576
H 7.3134 -4.5286 -0.6468
H 6.9623 -4.7250 -2.4668
H 5.7957 -4.9870 -1.1519
O -2.6355 3.1801 -1.5165
S -3.4194 2.3710 -2.4357
O -4.3426 2.9984 -3.3074
O -2.3633 1.4554 -3.2486
C -2.7581 0.5320 -4.2675
C -1.7967 -0.6422 -4.2314
C -4.3395 1.1519 -1.4380
H -2.6430 1.0381 -5.2262
H -3.7680 0.1633 -4.0823
H -1.7547 -1.1956 -3.2936
H -0.8060 -0.3739 -4.5972
H -2.1675 -1.3798 -4.9502
H -3.6971 0.7757 -0.6471
H -4.7049 0.3948 -2.1280
H -5.2165 1.5978 -0.9711
O -1.7982 3.5572 1.1580
S -1.5725 3.7561 2.5902
O -0.8268 4.9232 3.0008
O -2.9486 3.6483 3.3780
C -3.0231 4.1230 4.7511
C -3.8549 3.1686 5.5465
C -0.7181 2.2585 3.1725
H -3.4298 5.1296 4.8522
H -2.0448 4.2387 5.2307
H -3.6175 2.1142 5.4079
H -4.8654 3.2489 5.1289
H -3.8872 3.5017 6.5806
H -1.3539 1.6767 3.8277
H 0.1462 2.6888 3.6718
H -0.4911 1.7198 2.2568
O 2.0279 -0.2973 -4.1880
S 2.7982 0.8971 -3.9256
O 2.7795 1.3142 -2.5241
O 4.2968 0.6964 -4.4290
C 4.6688 -0.4703 -5.1934
C 4.2406 -0.2346 -6.6519
C 2.2741 2.2232 -5.0481
H 4.2511 -1.3705 -4.7413
H 5.7380 -0.6736 -5.1391
H 4.5285 -0.9699 -7.3931
H 4.4314 0.7994 -6.9465
H 3.1449 -0.1894 -6.6044
H 2.0926 1.8121 -6.0346
H 2.8961 3.1178 -5.0230
H 1.3285 2.6136 -4.6536

## Properties
Total charge: +2
2S+1: 11
Frontier orbital gap (spin up / spin down), eV: 7.344 / 5.810
LUMO level (spin up / spin down), eV: -7.43 / -8.97
ΔE to the lowest compared entry with this formula, charge and spin, kJ/mol: 310.6
HOMO energy (spin up / spin down), eV: -14.78 / -14.78

***

[3]
Computed, not measured: a cluster of 5 separate species, C18H50BrN4O4 in total at a distorted geometry, with ωB97M-V with the def2-TZVPD basis set.

Element x y z (Å)
Br 0.7524 -0.7003 0.8047
C 1.2170 -0.0331 4.6986
C -0.0751 0.6981 4.7740
O -0.5403 1.1786 5.7397
N -0.8798 0.7288 3.4999
H -1.0989 1.7223 3.4067
H -0.3754 0.3316 2.6848
C -2.1948 -0.0523 3.5894
H 1.0037 -1.0147 4.2575
H 1.5953 -0.2839 5.6886
H 2.0391 0.4321 4.1576
H -2.6056 0.1189 2.5986
H -2.7502 0.4329 4.3880
H -2.0338 -1.0985 3.8224
C -1.9072 -6.3673 -1.1539
N -1.8449 -5.2498 -0.1220
C -2.4232 -4.0291 -0.7917
C -2.7436 -5.5421 1.0540
C -0.4794 -4.9302 0.4547
C 0.5931 -4.6318 -0.6037
O 0.3800 -3.4528 -1.3552
H -1.4898 -7.2435 -0.6625
H -1.3019 -6.0417 -1.9923
H -2.9408 -6.5560 -1.4267
H -1.9970 -4.0203 -1.7925
H -2.1596 -3.1102 -0.2771
H -3.4961 -4.1429 -0.9386
H -2.9048 -4.5996 1.5665
H -2.2653 -6.3339 1.6248
H -3.6986 -5.9208 0.6936
H -0.1527 -5.8674 0.9115
H -0.5972 -4.1707 1.2227
H 0.7180 -5.4940 -1.2586
H 1.5088 -4.5401 -0.0100
H 0.8377 -2.7471 -0.8678
C 5.1480 3.3484 0.2839
N 3.7006 2.9093 0.1215
C 3.7259 1.4948 -0.4027
C 2.9784 2.8971 1.4062
C 3.0664 3.8326 -0.8960
C 2.8173 5.2491 -0.4028
O 4.0171 5.9780 -0.3614
H 5.6760 2.6052 0.8767
H 5.1795 4.2894 0.8298
H 5.5699 3.4883 -0.7051
H 4.0801 1.4259 -1.4308
H 2.6900 1.1391 -0.5216
H 4.2912 0.8963 0.3007
H 3.0029 3.8679 1.8976
H 3.5470 2.2619 2.0856
H 1.9570 2.5510 1.2715
H 2.1290 3.2930 -1.0459
H 3.6190 3.8506 -1.8317
H 2.3286 5.2612 0.5779
H 2.0916 5.7897 -1.0172
H 3.8932 6.9253 -0.4755
C -2.3422 2.2293 -3.7250
N -2.3211 1.7945 -2.2717
C -1.2495 2.5465 -1.5429
C -3.6442 2.2045 -1.6954
C -2.1557 0.2900 -2.0750
C -1.0023 -0.2986 -2.8582
O 0.2616 0.0998 -2.3515
H -1.4260 1.9701 -4.2474
H -2.5016 3.3022 -3.7009
H -3.1594 1.6449 -4.1424
H -1.5256 3.5697 -1.3013
H -0.3791 2.4907 -2.1933
H -0.9310 2.0399 -0.6301
H -3.6438 1.7918 -0.6860
H -4.4870 1.8654 -2.2899
H -3.7148 3.2833 -1.5678
H -3.0949 -0.0672 -2.5093
H -2.1566 0.0642 -1.0118
H -1.0583 -0.1031 -3.9298
H -1.0100 -1.3971 -2.8165
H 0.3443 -0.1439 -1.4001

## Properties
Total charge: +3
Frontier orbital gap, eV: 9.500
LUMO level, eV: -7.17
ΔE to the lowest compared entry with this formula, charge and spin, kJ/mol: 75.9
HOMO energy, eV: -16.67